(1)
12
Properties=species:S:1:pos:R:3:forces:R:3 method="wB97M-V/def2-TZVPD" de_lowest_kj_mol=273.9 charge=0 homo_energy_ev=-9.0 homo_lumo_gap_ev=9.909 energy_ha=-298.744589 lumo_energy_ev=0.9
H 0.262 1.596 0.767 -1.6 -0.2 -0.9
N -0.644 1.438 0.240 1.1 2.8 1.2
C -0.836 0.240 0.066 1.4 -6.1 0.1
N -1.983 -0.424 -0.332 -0.8 0.9 0.0
N 0.138 -0.883 0.331 0.1 1.1 -0.6
N 1.542 -0.780 0.050 -1.7 2.9 1.2
C 1.977 0.414 -0.311 1.9 -2.1 -1.2
H -2.795 0.182 -0.201 0.0 -0.8 -0.7
H -2.004 -1.305 -0.899 0.2 1.8 1.0
H -0.242 -1.597 1.011 1.4 1.0 -1.4
H 1.450 1.316 -0.703 0.1 -1.0 0.8
H 3.116 0.429 -0.535 -2.0 -0.2 0.4

=====

(2)
7
Properties=species:S:1:pos:R:3:forces:R:3 method="wB97M-V/def2-TZVPD" de_lowest_kj_mol=4.5 charge=0 homo_energy_ev=-8.3 homo_lumo_gap_ev=7.425 energy_ha=-939.514370 lumo_energy_ev=-0.9
O 0.115 -0.947 -0.127 1.0 -1.3 0.4
H -0.645 -1.538 -0.156 -0.3 0.6 0.2
O 0.698 1.161 -0.536 0.4 -0.5 -0.5
O -0.943 0.902 1.029 0.0 -1.0 0.6
O -1.618 0.495 -0.223 -0.2 0.6 -0.8
C -0.210 0.413 -0.091 -0.7 1.3 0.3
K 2.605 -0.487 0.104 -0.2 0.3 -0.2

=====

(3)
82
Properties=species:S:1:pos:R:3:forces:R:3 method="wB97M-V/def2-TZVPD" de_lowest_kj_mol=39.2 charge=-1 homo_energy_ev="-3.3 / -4.2" homo_lumo_gap_ev="5.098 / 6.017" spin_multiplicity=2 energy_ha=-6996.652347 lumo_energy_ev="1.8 / 1.8"
Au 1.679 -1.405 -2.570 -0.2 -0.1 -0.3
C 1.540 0.812 6.451 0.0 0.0 0.0
C 1.524 0.478 4.984 0.0 0.0 0.0
C 1.149 -0.780 4.534 0.0 0.0 0.0
C 1.111 -1.096 3.182 0.0 0.0 0.0
C 0.672 -2.471 2.770 0.0 0.0 0.0
C 1.474 -0.128 2.230 -0.1 0.2 -0.1
Se 1.365 -0.553 0.359 0.2 -0.2 0.2
C 1.853 1.151 2.671 0.0 0.0 -0.1
C 2.216 2.265 1.726 0.0 0.0 0.0
C 1.872 1.426 4.033 0.0 0.0 0.1
H 1.237 -0.047 7.050 0.0 0.0 0.0
H 0.859 1.635 6.676 0.0 0.0 0.0
H 2.537 1.115 6.779 0.0 0.0 0.0
H 0.864 -1.539 5.256 0.0 0.0 0.0
H 0.396 -3.063 3.643 0.0 0.0 0.0
H 1.465 -2.989 2.226 0.0 0.0 0.0
H -0.178 -2.421 2.088 0.0 0.0 0.0
H 2.310 1.902 0.706 0.0 0.0 0.0
H 3.157 2.730 2.030 0.0 0.0 0.0
H 1.444 3.038 1.732 -0.1 0.0 0.0
H 2.162 2.422 4.356 0.0 0.0 0.0
Br 6.370 -2.928 0.344 0.0 0.0 0.0
C 5.667 -2.046 -1.166 0.1 0.1 -0.1
C 6.506 -1.413 -2.070 -0.1 0.0 0.0
C 5.928 -0.769 -3.153 0.0 0.0 0.1
C 4.553 -0.791 -3.294 -0.1 -0.1 0.1
N 3.758 -1.413 -2.417 0.1 0.0 0.1
C 4.300 -2.024 -1.357 0.0 0.1 -0.1
H 7.577 -1.420 -1.923 0.0 0.0 0.0
H 6.534 -0.251 -3.882 0.0 0.0 0.0
H 4.058 -0.303 -4.120 0.0 0.0 0.0
H 3.613 -2.461 -0.647 0.0 0.0 0.0
C -1.661 5.864 2.572 0.0 0.0 0.0
C -1.468 4.656 1.695 0.0 0.0 0.0
C -1.039 4.777 0.383 0.0 0.0 0.0
C -0.865 3.662 -0.432 0.0 0.0 0.0
C -0.392 3.902 -1.845 0.0 0.0 -0.1
C -1.123 2.368 0.049 -0.1 -0.1 -0.1
Te -0.786 0.687 -1.489 -0.2 0.5 0.2
N -0.303 -1.201 -2.622 0.2 -0.1 0.3
C -1.219 -1.923 -3.252 0.1 0.1 -0.3
O -2.387 -1.554 -3.463 -0.1 -0.1 0.0
C -0.833 -3.296 -3.784 -0.1 0.0 0.0
C -1.379 -3.715 -4.993 0.0 0.1 0.0
C -1.070 -4.960 -5.516 0.0 0.0 0.0
C -0.234 -5.821 -4.818 0.0 0.0 0.0
C 0.284 -5.427 -3.593 0.0 0.0 0.0
C -0.009 -4.170 -3.084 -0.1 0.0 0.0
C -2.609 -0.186 -0.866 0.1 -0.1 -0.1
C -2.561 -1.461 -0.324 0.0 0.0 0.1
C -3.717 -2.085 0.114 0.0 0.0 0.0
C -4.932 -1.428 -0.001 -0.1 0.0 0.0
C -4.979 -0.166 -0.572 0.0 0.0 0.0
C -3.828 0.473 -1.026 0.0 0.0 0.1
C -3.931 1.816 -1.686 0.0 0.1 0.0
C -1.526 2.243 1.387 0.0 0.0 0.0
C -1.787 0.920 2.058 0.0 -0.1 0.0
C -1.703 3.379 2.177 0.1 0.0 0.0
H -1.428 6.782 2.032 0.0 0.0 0.0
H -1.017 5.820 3.453 0.0 0.0 0.0
H -2.691 5.935 2.926 0.0 0.0 0.0
H -0.837 5.766 -0.021 0.0 0.0 0.0
H -0.234 4.968 -2.016 0.0 0.0 0.0
H -1.113 3.541 -2.582 0.0 0.0 0.0
H 0.548 3.385 -2.048 0.0 0.0 0.0
H -2.056 -3.042 -5.503 0.0 0.0 0.0
H -1.490 -5.266 -6.467 0.0 0.0 0.0
H 0.002 -6.798 -5.220 0.0 0.0 0.0
H 0.917 -6.102 -3.029 0.0 0.0 0.0
H 0.383 -3.867 -2.122 0.0 0.0 0.0
H -1.603 -1.961 -0.246 0.0 0.0 0.0
H -3.667 -3.079 0.541 0.0 0.0 0.0
H -5.845 -1.902 0.337 0.0 0.0 0.0
H -5.934 0.335 -0.687 0.0 0.0 0.0
H -4.976 2.115 -1.786 0.0 0.0 0.0
H -3.485 1.781 -2.682 0.0 0.0 0.0
H -3.406 2.580 -1.109 0.0 0.0 0.0
H -1.378 0.090 1.493 0.1 -0.1 -0.1
H -2.861 0.752 2.181 0.0 -0.1 -0.1
H -1.327 0.902 3.048 0.0 0.0 0.0
H -2.018 3.250 3.209 0.0 0.0 0.0

=====

(4)
93
Properties=species:S:1:pos:R:3:forces:R:3 method="wB97M-V/def2-TZVPD" charge=-1 homo_energy_ev=-4.8 homo_lumo_gap_ev=6.539 energy_ha=-4956.314005 lumo_energy_ev=1.8
N 4.109 -0.758 -0.790 0.1 0.1 0.2
C 4.639 0.593 -1.042 0.1 0.2 0.0
C 4.559 1.031 -2.497 0.1 -0.4 -0.4
C 3.231 0.753 -3.211 0.0 -0.7 0.2
C 1.985 0.944 -2.343 0.2 0.3 0.2
C 0.796 1.555 -3.064 -0.1 0.5 -0.4
C 0.145 0.681 -4.160 1.1 -1.4 0.2
C 0.537 -0.804 -4.124 -0.7 0.6 -1.0
C -0.571 -1.773 -4.405 0.5 -0.4 3.5
O 0.126 -1.537 -3.037 0.0 -0.3 0.0
C 1.246 2.910 -3.778 0.3 0.0 0.4
O 2.282 3.439 -3.344 0.4 0.1 0.3
O 0.510 3.278 -4.690 -0.7 0.3 -0.8
N -0.309 1.946 -2.130 -0.2 -0.3 -0.5
Cl 0.127 3.246 -1.083 0.1 0.0 0.2
C -0.795 0.835 -1.348 -0.2 0.2 1.0
P -2.124 1.274 -0.181 -0.3 0.9 -0.9
O -3.010 2.378 -0.546 -0.2 0.1 0.2
O -1.448 1.443 1.263 -0.3 -0.3 0.0
O -3.023 -0.073 -0.089 0.4 -0.3 0.4
H 4.138 -1.317 -1.628 -0.1 0.1 -0.3
H 4.740 -1.234 -0.160 -0.1 -0.1 0.2
H 4.117 1.326 -0.429 -0.2 -0.1 0.2
H 5.689 0.639 -0.737 0.1 0.1 0.0
H 5.321 0.465 -3.037 0.2 0.1 -0.1
H 4.829 2.077 -2.613 -0.1 0.2 0.3
H 3.196 1.353 -4.114 -0.1 0.2 -0.1
H 3.270 -0.291 -3.540 -0.1 -0.1 -0.1
H 1.764 0.008 -1.836 -0.2 -0.2 -0.1
H 2.239 1.647 -1.553 0.0 0.2 0.0
H -0.936 0.709 -4.113 -0.2 0.4 -0.1
H 0.498 1.007 -5.132 -0.4 0.5 -0.1
H 1.501 -1.069 -4.561 0.0 0.0 0.3
H -0.415 -2.842 -4.429 0.0 -0.1 -1.4
H -1.568 -1.475 -4.114 -0.4 0.2 -1.1
H -0.007 0.368 -0.743 0.0 -0.2 0.0
H -1.237 0.082 -1.989 0.2 -0.1 -0.3
H -1.455 0.598 1.726 0.3 0.0 0.3
H -2.490 -0.870 0.020 -0.1 -0.1 -0.1
C 7.622 -5.190 -3.319 0.4 -0.2 -0.4
C 6.473 -4.173 -3.411 -0.2 -0.3 0.3
C 6.742 -2.746 -2.928 0.0 0.3 -0.1
F 7.028 -2.727 -1.610 0.0 -0.1 0.0
F 5.632 -2.006 -3.130 0.1 -0.2 -0.1
F 5.378 -4.665 -2.796 0.0 0.0 0.0
F 6.182 -4.057 -4.739 0.1 0.1 -0.1
O 7.608 -6.086 -2.224 -0.4 0.2 0.2
C 8.198 -5.784 -1.030 0.2 -0.1 -0.2
C 7.176 -5.773 0.110 -0.1 0.0 0.1
F 6.238 -4.836 -0.112 0.0 0.0 0.0
F 7.816 -5.476 1.264 0.0 0.0 0.0
F 8.897 -4.638 -1.079 0.0 0.1 0.0
F 9.079 -6.775 -0.754 0.1 0.0 0.1
H 7.486 -5.834 -4.186 -0.1 0.0 0.0
H 8.594 -4.712 -3.442 -0.1 0.2 0.2
H 7.569 -2.294 -3.483 0.0 0.0 0.0
H 6.698 -6.750 0.197 0.0 0.0 0.0
C -5.872 3.260 1.194 0.5 0.2 -0.2
C -6.219 1.920 1.863 -0.3 0.5 0.0
C -6.827 0.827 0.985 0.1 -0.2 -0.1
F -8.031 1.198 0.505 0.0 0.0 0.0
F -7.009 -0.287 1.743 0.0 0.0 0.0
F -6.993 2.125 2.953 0.0 -0.1 0.0
F -5.034 1.406 2.292 0.2 -0.2 0.1
O -6.795 4.324 1.382 -0.3 -0.3 0.3
C -7.850 4.529 0.547 0.3 0.0 -0.1
C -9.178 4.434 1.305 -0.1 0.0 0.1
F -9.333 3.207 1.839 0.0 0.0 0.0
F -10.198 4.651 0.441 0.0 0.0 0.0
F -7.837 3.715 -0.521 -0.1 -0.1 0.0
F -7.768 5.799 0.084 0.0 0.1 -0.1
H -4.971 3.599 1.702 0.0 0.0 0.0
H -5.592 3.133 0.149 -0.1 -0.1 0.0
H -6.157 0.583 0.157 0.0 0.0 0.0
H -9.210 5.179 2.101 0.0 0.0 0.0
C -3.079 0.383 4.437 -0.4 -0.1 -0.5
C -1.687 -0.262 4.539 0.0 0.5 0.2
C -1.520 -1.468 5.465 0.1 -0.2 -0.1
F -1.754 -1.128 6.747 0.0 0.0 0.0
F -0.246 -1.915 5.376 0.0 0.0 0.0
F -0.768 0.674 4.830 0.1 -0.1 0.0
F -1.401 -0.740 3.280 -0.1 -0.2 0.0
O -3.296 1.561 5.185 0.5 0.0 0.2
C -3.744 1.537 6.472 -0.2 0.0 -0.2
C -2.733 2.184 7.421 0.1 0.1 0.1
F -1.567 1.511 7.396 0.0 0.0 0.0
F -3.223 2.139 8.682 0.0 0.0 0.0
F -4.079 0.298 6.879 0.1 -0.1 0.1
F -4.864 2.291 6.529 -0.1 0.0 0.1
H -3.156 0.714 3.404 0.0 0.0 0.0
H -3.876 -0.346 4.582 0.1 -0.1 0.2
H -2.195 -2.277 5.173 0.0 0.0 0.0
H -2.557 3.222 7.133 0.0 0.0 0.0